No. 1
{
  "formula": "C15H23F4N4SSbSe4Ta",
  "method": "ωB97M-V with the def2-TZVPD basis set",
  "homo_ev": -16.9,
  "total_charge": 3,
  "spin_multiplicity": 1,
  "e_tot_ev": -313042.00745,
  "elements": ["Ta", "C", "C", "N", "C", "C", "C", "C", "N", "C", "C", "F", "C", "F", "C", "C", "F", "C", "F", "H", "H", "H", "H", "H", "H", "H", "H", "H", "H", "H", "H", "H", "H", "H", "C", "N", "C", "S", "N", "C", "H", "H", "H", "H", "H", "H", "H", "H", "Se", "Sb", "Se", "Se", "Se"],
  "coordinates": [[0.117, 0.148, -0.331], [1.990, 0.712, -3.315], [0.617, 0.061, -3.209], [0.476, -0.934, -2.089], [1.486, -2.073, -2.094], [1.633, -2.730, -3.454], [-0.932, -1.495, -2.060], [-1.358, -2.000, -0.631], [-0.488, -1.457, 0.461], [-0.501, -2.114, 1.716], [-0.899, -1.417, 2.848], [-1.242, -0.119, 2.719], [-0.943, -2.032, 4.082], [-1.335, -1.329, 5.132], [-0.578, -3.362, 4.213], [-0.163, -4.058, 3.095], [0.212, -5.320, 3.185], [-0.116, -3.440, 1.854], [0.324, -4.108, 0.780], [2.150, 1.037, -4.341], [2.796, 0.021, -3.071], [2.081, 1.589, -2.674], [0.318, -0.444, -4.129], [-0.155, 0.820, -3.024], [1.136, -2.783, -1.346], [2.429, -1.663, -1.735], [0.683, -3.110, -3.832], [2.299, -3.585, -3.355], [2.065, -2.061, -4.197], [-0.988, -2.332, -2.754], [-1.602, -0.732, -2.469], [-1.251, -3.082, -0.605], [-2.409, -1.771, -0.436], [-0.613, -3.850, 5.178], [-2.054, 3.774, 2.893], [-1.867, 2.722, 1.897], [-1.953, 2.931, 0.595], [-1.877, 1.572, -0.515], [-2.180, 4.144, 0.129], [-2.265, 4.548, -1.282], [-1.940, 3.337, 3.879], [-3.056, 4.204, 2.823], [-1.301, 4.554, 2.772], [-1.798, 1.762, 2.203], [-2.305, 4.875, 0.815], [-2.606, 3.713, -1.884], [-1.297, 4.900, -1.633], [-2.991, 5.353, -1.358], [5.932, 0.514, 0.293], [4.773, 1.779, 2.039], [4.378, 3.861, 2.905], [5.277, -0.579, 2.459], [1.895, 1.048, 0.858]]
}

No. 2
{
  "formula": "C15H7Cl2N3O8Pm",
  "method": "ωB97M-V with the def2-TZVPD basis set",
  "homo_ev": [-5.4, -5.4],
  "total_charge": -1,
  "spin_multiplicity": 5,
  "e_tot_ev": -78123.80821,
  "elements": ["Pm", "Cl", "C", "C", "C", "Cl", "C", "C", "C", "C", "N", "C", "C", "O", "H", "H", "H", "H", "O", "C", "C", "O", "C", "C", "O", "C", "O", "O", "N", "N", "C", "O", "O", "H", "H", "H"],
  "coordinates": [[-0.085, -0.123, -1.379], [-5.013, 0.022, 0.357], [-3.624, 0.384, 1.312], [-3.815, 0.838, 2.612], [-2.741, 1.124, 3.418], [-3.029, 1.629, 5.050], [-1.424, 0.999, 2.940], [-0.268, 1.272, 3.698], [0.964, 1.126, 3.121], [1.049, 0.731, 1.776], [-0.009, 0.458, 1.041], [-1.240, 0.563, 1.598], [-2.352, 0.199, 0.746], [-2.147, -0.276, -0.429], [-4.820, 0.950, 2.983], [-0.381, 1.595, 4.724], [1.869, 1.316, 3.678], [2.018, 0.635, 1.296], [6.054, -0.118, -0.843], [4.845, -0.118, -0.967], [3.989, 1.067, -1.351], [4.398, 2.186, -1.623], [2.599, 0.592, -1.313], [2.576, -0.810, -1.055], [1.486, -1.523, -1.054], [3.920, -1.290, -0.736], [4.249, -2.393, -0.318], [1.540, 1.315, -1.463], [-0.945, -2.283, -2.531], [-1.293, -1.824, -3.832], [-1.442, -0.417, -4.106], [-2.099, -0.145, -5.091], [-0.822, 0.357, -3.318], [-0.250, -3.034, -2.603], [-1.768, -2.622, -2.016], [-1.987, -2.380, -4.324]]
}

No. 3
{
  "formula": "C34H34GeN2OPd",
  "method": "ωB97M-V with the def2-TZVPD basis set",
  "homo_ev": [-7.4, -7.4],
  "spin_multiplicity": 1,
  "e_tot_ev": -100831.35180,
  "elements": ["Pd", "O", "C", "C", "C", "C", "C", "C", "N", "H", "H", "H", "H", "H", "H", "H", "C", "N", "C", "C", "C", "C", "C", "C", "C", "C", "H", "H", "H", "H", "H", "H", "H", "H", "H", "H", "H", "H", "C", "Ge", "C", "C", "C", "C", "C", "C", "C", "C", "C", "C", "C", "C", "C", "C", "C", "C", "C", "C", "H", "H", "H", "H", "H", "H", "H", "H", "H", "H", "H", "H", "H", "H", "H"],
  "coordinates": [[0.030, 1.170, 0.745], [2.260, -0.891, 1.823], [1.075, -1.660, 1.572], [-1.365, -1.090, 1.066], [-2.025, -2.204, 1.602], [-3.388, -2.124, 1.809], [-4.081, -0.960, 1.490], [-3.355, 0.116, 1.003], [-2.040, 0.047, 0.825], [2.779, -0.868, 1.012], [0.649, -1.869, 2.556], [1.385, -2.635, 1.167], [-1.468, -3.107, 1.820], [-3.924, -2.980, 2.202], [-5.151, -0.884, 1.620], [-3.828, 1.062, 0.767], [1.523, 1.884, 3.480], [0.150, 1.605, 3.041], [-0.441, 0.576, 3.891], [-0.669, 2.836, 3.115], [-0.292, 3.784, 2.006], [-0.209, 5.156, 2.186], [0.129, 5.975, 1.112], [0.390, 5.405, -0.126], [0.308, 4.023, -0.292], [-0.031, 3.183, 0.765], [1.534, 2.163, 4.543], [1.922, 2.713, 2.897], [2.141, 1.006, 3.317], [-0.554, 0.937, 4.922], [0.203, -0.301, 3.904], [-1.421, 0.291, 3.507], [-0.573, 3.294, 4.110], [-1.711, 2.525, 2.998], [-0.401, 5.591, 3.161], [0.195, 7.047, 1.245], [0.658, 6.036, -0.965], [0.518, 3.605, -1.274], [0.061, -0.943, 0.699], [0.349, -1.293, -1.197], [0.451, -3.242, -1.382], [-0.699, -4.031, -1.301], [-0.623, -5.417, -1.249], [0.615, -6.045, -1.265], [1.770, -5.281, -1.320], [1.685, -3.894, -1.374], [-1.061, -0.523, -2.306], [-1.251, 0.859, -2.284], [-2.253, 1.465, -3.026], [-3.088, 0.689, -3.819], [-2.904, -0.683, -3.873], [-1.895, -1.281, -3.125], [2.037, -0.473, -1.732], [2.818, -0.994, -2.764], [3.966, -0.336, -3.191], [4.349, 0.857, -2.597], [3.581, 1.400, -1.576], [2.439, 0.732, -1.154], [-1.679, -3.571, -1.248], [-1.531, -6.005, -1.192], [0.677, -7.125, -1.225], [2.740, -5.761, -1.319], [2.605, -3.321, -1.413], [-0.611, 1.498, -1.678], [-2.380, 2.539, -2.984], [-3.875, 1.156, -4.399], [-3.539, -1.292, -4.505], [-1.755, -2.351, -3.209], [2.529, -1.917, -3.254], [4.561, -0.757, -3.992], [5.244, 1.368, -2.929], [3.867, 2.332, -1.107], [1.873, 1.183, -0.332]]
}

No. 4
{
  "formula": "H80O40",
  "method": "ωB97M-V with the def2-TZVPD basis set",
  "homo_ev": -10.2,
  "spin_multiplicity": 1,
  "e_tot_ev": -83194.25087,
  "elements": ["H", "H", "O", "H", "H", "O", "H", "H", "O", "H", "H", "O", "H", "H", "O", "H", "O", "H", "O", "H", "H", "O", "H", "H", "O", "H", "H", "O", "H", "H", "O", "H", "O", "H", "H", "O", "H", "H", "O", "H", "H", "O", "H", "H", "O", "H", "H", "O", "H", "H", "O", "H", "O", "H", "H", "O", "H", "O", "H", "H", "O", "H", "H", "O", "H", "H", "O", "H", "H", "O", "H", "H", "O", "H", "H", "O", "H", "H", "O", "H", "H", "O", "H", "H", "O", "H", "H", "O", "H", "O", "H", "H", "O", "H", "H", "H", "H", "H", "H", "O", "H", "H", "O", "H", "H", "O", "H", "H", "O", "H", "H", "O", "H", "H", "O", "H", "H", "O", "H", "H"],
  "coordinates": [[5.923, -0.852, 0.081], [6.627, -0.369, -1.080], [6.412, -0.106, -0.202], [-0.489, 2.073, 3.143], [-1.391, 1.098, 3.660], [-1.425, 1.955, 3.216], [1.211, -1.848, -2.296], [0.800, -1.703, -0.720], [1.338, -1.541, -1.439], [2.495, 2.180, -1.761], [1.519, 1.579, -0.606], [1.869, 1.443, -1.523], [2.965, -1.416, -0.362], [3.439, 0.018, -0.097], [3.636, -0.921, 0.134], [0.760, 0.780, 5.311], [0.737, 1.330, 6.092], [-2.919, -6.105, 0.268], [-2.035, -6.212, 0.600], [-3.393, -0.330, 1.078], [-2.685, -1.782, 1.524], [-2.931, -0.907, 1.632], [-3.529, -1.472, 5.413], [-3.096, -0.418, 4.465], [-2.678, -1.032, 5.163], [-6.341, -2.107, 2.361], [-5.266, -2.840, 1.651], [-5.516, -1.964, 1.896], [1.557, 2.779, 5.151], [2.755, 3.147, 4.179], [1.809, 2.846, 4.277], [0.975, -0.769, -4.600], [1.199, -1.758, -4.802], [-1.265, -2.262, 0.048], [-2.085, -2.306, -1.366], [-1.408, -1.870, -0.814], [0.564, -0.222, 2.779], [-0.787, -0.724, 3.485], [-0.169, -0.005, 3.357], [-1.320, -4.566, 1.085], [-1.715, -3.663, 2.226], [-0.950, -3.765, 1.559], [-0.090, 5.047, 1.651], [1.406, 4.919, 2.136], [0.582, 5.484, 2.159], [5.544, 1.875, 0.410], [5.387, 3.094, -0.611], [5.034, 2.671, 0.145], [0.247, 2.004, -2.583], [-0.647, 1.146, -1.985], [-0.790, 2.039, -2.397], [1.797, 2.147, -6.312], [1.635, 1.305, -6.763], [-1.936, 3.393, -2.032], [-3.138, 4.291, -2.284], [-2.925, 3.465, -1.907], [4.833, -2.064, -3.028], [5.262, -1.701, -3.855], [-2.882, -5.644, -1.627], [-1.355, -4.954, -1.712], [-2.191, -5.171, -2.157], [-0.866, 1.334, -3.804], [-0.864, 1.085, -5.469], [-0.691, 0.790, -4.592], [-3.593, 1.157, -1.973], [-3.849, -0.283, -1.559], [-3.263, 0.451, -1.401], [-0.234, -5.704, 3.455], [1.195, -5.349, 3.371], [0.442, -5.125, 3.814], [2.596, 2.210, -3.705], [1.646, 1.004, -4.003], [1.691, 1.967, -4.080], [-1.101, -4.380, -4.276], [0.435, -4.051, -4.583], [-0.403, -3.636, -4.386], [0.384, 2.307, 0.603], [0.274, 3.149, 1.835], [0.094, 3.147, 0.880], [-1.188, 5.384, -2.558], [-1.218, 5.592, -3.936], [-1.834, 5.517, -3.238], [4.353, -0.071, 4.147], [2.946, 0.646, 3.508], [3.647, 0.699, 4.102], [-1.585, 1.053, -0.243], [-1.445, -0.223, 0.514], [-0.992, 0.541, 0.357], [2.746, -3.255, -4.136], [2.240, -4.084, -3.951], [-3.698, 1.558, 4.208], [-3.889, 0.629, 3.153], [-4.056, 0.695, 4.125], [0.919, 0.930, -6.189], [-0.062, 1.232, 6.651], [4.541, -1.692, -4.495], [-1.316, -6.736, 0.438], [0.238, -2.128, -5.165], [1.610, -3.659, -3.233], [-2.910, 2.785, 1.041], [-2.391, 2.195, 1.568], [-2.975, 2.539, 0.147], [1.878, 1.334, 1.990], [1.708, 2.106, 2.615], [2.770, 1.487, 1.637], [0.829, 5.142, -0.960], [1.020, 4.484, -0.336], [1.580, 4.777, -1.494], [-6.017, 2.291, 0.204], [-5.707, 2.027, 1.054], [-5.427, 3.121, -0.057], [-2.299, -3.117, 3.520], [-2.093, -2.104, 3.678], [-1.829, -3.501, 4.232], [3.661, 4.139, -1.799], [3.700, 5.001, -1.411], [4.113, 3.372, -1.317], [0.923, -6.747, -0.046], [1.396, -6.272, -0.700], [1.252, -6.501, 0.836]]
}

No. 5
{
  "formula": "C40H37Br2F4N2O12",
  "method": "ωB97M-V with the def2-TZVPD basis set",
  "homo_ev": -11.3,
  "total_charge": 1,
  "spin_multiplicity": 1,
  "e_tot_ev": -220571.02249,
  "elements": ["C", "C", "O", "O", "C", "C", "C", "N", "F", "C", "N", "C", "C", "C", "F", "Br", "C", "F", "F", "Br", "H", "H", "H", "H", "H", "H", "H", "H", "H", "H", "H", "H", "H", "H", "H", "H", "H", "C", "C", "C", "O", "C", "C", "C", "O", "H", "H", "H", "H", "C", "C", "C", "O", "C", "C", "C", "O", "H", "H", "H", "H", "C", "C", "C", "O", "C", "C", "C", "O", "H", "H", "H", "H", "C", "C", "C", "O", "C", "C", "C", "O", "H", "H", "H", "H", "C", "C", "C", "O", "C", "C", "C", "O", "H", "H", "H", "H"],
  "coordinates": [[-0.323, -0.729, 4.071], [0.915, -0.179, 3.433], [1.263, 0.963, 3.514], [1.629, -1.112, 2.740], [2.366, -0.628, 1.603], [2.303, -1.691, 0.497], [1.587, -1.291, -0.789], [0.097, -1.415, -0.758], [-0.268, -1.321, -2.099], [-0.401, -2.778, -0.268], [-1.614, -3.124, -0.951], [-0.598, -0.283, -0.044], [-1.883, 0.127, -0.771], [-2.798, 1.037, 0.058], [-3.360, 1.924, -0.817], [-1.882, 2.100, 1.397], [-4.012, 0.297, 0.683], [-4.664, 1.079, 1.537], [-4.850, -0.011, -0.319], [-3.535, -1.364, 1.573], [-0.447, -1.780, 3.833], [-0.273, -0.594, 5.146], [-1.168, -0.170, 3.681], [3.400, -0.523, 1.916], [2.029, 0.360, 1.300], [1.921, -2.604, 0.942], [3.322, -1.911, 0.193], [1.790, -0.241, -0.981], [1.934, -1.832, -1.661], [0.405, -3.477, -0.481], [-0.585, -2.711, 0.797], [-2.091, -3.781, -0.330], [-1.355, -3.651, -1.778], [-0.869, -0.643, 0.941], [0.065, 0.565, 0.044], [-2.457, -0.758, -1.030], [-1.652, 0.681, -1.671], [-7.261, 0.955, -2.052], [-7.231, 2.196, -1.577], [-8.393, 3.108, -1.734], [-8.363, 4.239, -1.302], [-9.587, 2.580, -2.441], [-9.615, 1.337, -2.916], [-8.454, 0.427, -2.758], [-8.475, -0.707, -3.186], [-6.429, 0.275, -1.952], [-6.371, 2.602, -1.058], [-10.421, 3.261, -2.544], [-10.475, 0.932, -3.435], [6.718, 2.485, 3.217], [6.527, 3.449, 2.320], [5.177, 3.736, 1.777], [5.007, 4.612, 0.957], [4.045, 2.915, 2.274], [4.234, 1.951, 3.171], [5.588, 1.660, 3.711], [5.754, 0.775, 4.523], [7.694, 2.257, 3.627], [7.332, 4.070, 1.947], [3.066, 3.147, 1.869], [3.421, 1.343, 3.543], [0.974, -5.432, -4.357], [1.916, -4.980, -5.181], [1.719, -3.733, -5.966], [2.576, -3.318, -6.711], [0.430, -3.012, -5.798], [-0.511, -3.466, -4.973], [-0.308, -4.708, -4.188], [-1.166, -5.114, -3.426], [1.094, -6.339, -3.777], [2.861, -5.490, -5.321], [0.306, -2.109, -6.382], [-1.459, -2.960, -4.836], [-3.864, -6.609, 2.165], [-3.811, -7.408, 3.228], [-2.836, -7.171, 4.323], [-2.781, -7.893, 5.289], [-1.923, -6.003, 4.187], [-1.981, -5.208, 3.123], [-2.954, -5.452, 2.035], [-3.011, -4.721, 1.058], [-4.565, -6.761, 1.355], [-4.467, -8.261, 3.346], [-1.221, -5.846, 4.996], [-1.326, -4.352, 3.005], [5.584, 8.067, -1.610], [5.964, 7.324, -0.574], [6.959, 7.828, 0.407], [7.314, 7.151, 1.349], [7.508, 9.190, 0.191], [7.126, 9.932, -0.845], [6.133, 9.429, -1.828], [5.784, 10.105, -2.771], [4.863, 7.722, -2.340], [5.578, 6.329, -0.396], [8.231, 9.536, 0.919], [7.514, 10.927, -1.023]]
}

No. 6
{
  "formula": "C20H20ClN3O4",
  "method": "ωB97M-V with the def2-TZVPD basis set",
  "homo_ev": -8.4,
  "spin_multiplicity": 1,
  "smiles": "CC[C@H](NC(=O)c1cc(COc2ccc(OC)cc2Cl)on1)c1ccncc1",
  "e_tot_ev": -46245.85111,
  "elements": ["C", "C", "C", "N", "C", "O", "C", "C", "C", "C", "O", "C", "C", "C", "C", "O", "C", "C", "C", "Cl", "O", "N", "C", "C", "C", "N", "C", "C", "H", "H", "H", "H", "H", "H", "H", "H", "H", "H", "H", "H", "H", "H", "H", "H", "H", "H", "H", "H"],
  "coordinates": [[-5.363, 2.620, -2.075], [-5.543, 1.148, -1.721], [-5.273, 0.889, -0.235], [-3.907, 1.261, 0.110], [-2.836, 0.542, -0.281], [-2.884, -0.499, -0.903], [-1.552, 1.162, 0.144], [-0.246, 0.637, -0.026], [0.555, 1.592, 0.528], [2.033, 1.686, 0.693], [2.595, 0.523, 0.146], [3.952, 0.376, 0.184], [4.854, 1.286, 0.722], [6.211, 1.029, 0.705], [6.711, -0.147, 0.150], [8.060, -0.303, 0.184], [8.615, -1.476, -0.365], [5.819, -1.067, -0.393], [4.462, -0.800, -0.371], [3.360, -1.941, -1.044], [-0.203, 2.603, 0.989], [-1.502, 2.327, 0.746], [-5.506, -0.543, 0.206], [-5.288, -0.862, 1.545], [-5.489, -2.163, 1.968], [-5.885, -3.136, 1.166], [-6.088, -2.836, -0.104], [-5.917, -1.566, -0.635], [-4.339, 2.939, -1.892], [-6.031, 3.243, -1.484], [-5.586, 2.782, -3.126], [-4.856, 0.541, -2.311], [-6.567, 0.845, -1.949], [-5.930, 1.535, 0.362], [-3.729, 2.139, 0.572], [0.032, -0.289, -0.480], [2.275, 1.781, 1.763], [2.400, 2.588, 0.176], [4.507, 2.208, 1.162], [6.906, 1.737, 1.124], [8.259, -2.370, 0.156], [9.691, -1.383, -0.227], [8.393, -1.563, -1.433], [6.152, -1.991, -0.835], [-4.961, -0.104, 2.242], [-5.327, -2.445, 3.001], [-6.404, -3.659, -0.732], [-6.091, -1.400, -1.685]]
}

No. 7
{
  "formula": "C5H6N2O",
  "method": "ωB97M-V with the def2-TZVPD basis set",
  "homo_ev": -10.3,
  "spin_multiplicity": 1,
  "e_tot_ev": -10303.34546,
  "elements": ["C", "C", "C", "C", "C", "H", "H", "H", "H", "H", "H", "N", "N", "O"],
  "coordinates": [[0.385, -0.905, 1.169], [-0.881, -0.052, 0.705], [-0.791, 0.989, -0.171], [0.265, -0.595, -1.244], [0.489, 1.362, -0.738], [0.717, -0.913, 2.565], [1.370, -0.224, 0.744], [0.705, -2.139, 0.642], [-1.999, -0.045, 1.089], [-1.558, 1.634, -0.255], [0.393, -1.648, -1.437], [-1.081, -0.280, -0.813], [1.223, 0.197, -1.239], [0.763, 2.619, -1.017]]
}

No. 8
{
  "formula": "C5H11N3",
  "method": "ωB97M-V with the def2-TZVPD basis set",
  "homo_ev": -5.9,
  "spin_multiplicity": 1,
  "e_tot_ev": -9829.82309,
  "elements": ["C", "N", "C", "C", "N", "N", "C", "C", "H", "H", "H", "H", "H", "H", "H", "H", "H", "H", "H"],
  "coordinates": [[-1.931, -0.997, 0.969], [0.966, 0.568, -0.409], [-0.418, 0.211, -0.857], [-0.730, -0.365, 0.363], [2.080, 0.141, -1.191], [0.787, 0.517, 2.125], [0.636, -0.192, 0.928], [-0.846, 0.444, -2.123], [1.085, 1.574, -0.260], [2.130, -0.875, -1.101], [1.850, 0.328, -2.173], [0.147, 1.291, 2.231], [1.732, 0.750, 2.399], [1.324, -1.055, 0.958], [-2.801, -0.331, 0.923], [-1.725, -1.217, 2.009], [-2.208, -1.934, 0.460], [-1.812, 0.109, -2.437], [-0.269, 1.033, -2.814]]
}